(1)
Below is an isolated molecule of C4H8O3 at a distorted geometry, with properties calculated with ωB97M-V/def2-TZVPD.

Geometry as XYZ:
```
15
C4H8O3, DFT ωB97M-V/def2-TZVPD
C -2.7551 0.1957 -0.0749
O -1.4866 0.4404 0.4954
C -0.5643 -0.4630 0.0774
O 0.0195 -0.4904 -1.1544
C 0.8563 -0.3958 0.3251
C 1.9785 0.4274 -0.2092
O 2.8766 0.8474 0.7911
H -3.0577 -0.8592 0.0240
H -3.4587 0.8224 0.4711
H -2.7461 0.4641 -1.1357
H 1.1986 -1.1722 1.0328
H -0.8380 -1.5098 0.2916
H 2.4678 -0.2695 -0.9117
H 1.5713 1.2481 -0.7952
H 3.6903 0.3387 0.7051
```

Results
Spin multiplicity: 1
SMILES: CO[C@H]1O[C@H]1CO
F_max: 1.3 eV/Å
Lowest unoccupied orbital energy: 0.55 eV
E: -382.79662 hartree
Orbital gap: 0.382 Eh
HOMO level: -9.83 eV
Molar mass: 104.10 g mol⁻¹

(2)
Below is a structure of composition C20H18N5O5Pd at a distorted geometry, with properties calculated with ωB97M-V/def2-TZVPD.

Geometry as XYZ:
```
49
C20H18N5O5Pd, DFT ωB97M-V/def2-TZVPD
Pd 0.8608 2.5761 -1.9161
N 2.9881 2.4955 -1.5448
C 3.2180 1.9076 -0.2114
C 2.3841 2.7666 0.7852
O 2.9494 3.3022 1.7403
N 1.1169 2.8200 0.4142
C 0.3837 4.0045 0.7368
C 0.4196 4.9990 -0.4960
O 0.0096 6.1331 -0.3158
O 0.9437 4.5800 -1.5817
H 3.1788 3.5006 -1.4932
H 3.6061 2.0817 -2.2452
H 2.8875 0.8645 -0.2066
H 4.2744 1.9609 0.0792
H -0.6641 3.7722 0.9601
H 0.8395 4.5442 1.5792
C 0.8361 -2.0496 4.3712
O 0.4800 -3.2734 3.7761
C -0.4089 -3.2316 2.7282
C -0.5647 -4.4150 1.9995
C -1.3562 -4.4486 0.8794
C -2.0184 -3.2857 0.4348
C -1.9327 -2.1310 1.2406
C -1.1408 -2.1063 2.3622
N -2.7125 -3.3329 -0.7232
N -3.1894 -2.2792 -1.2791
C -2.6174 -1.1250 -1.5777
C -3.4576 -0.0116 -1.8330
C -2.9673 1.2411 -2.0839
C -1.5773 1.4880 -2.1408
O -1.0826 2.6721 -2.3725
C -0.7112 0.3765 -2.0087
N 0.6203 0.6407 -2.1963
C 1.4677 -0.3774 -2.2436
C 1.0727 -1.6909 -2.0527
C -0.2606 -1.9750 -1.7853
C -1.1911 -0.9433 -1.7611
H 1.6949 -2.2581 5.0105
H 0.0212 -1.6512 4.9864
H 1.1148 -1.3057 3.6176
H -0.0305 -5.2902 2.3373
H -1.4552 -5.3536 0.3005
H -2.5149 -1.2606 0.9764
H -1.0964 -1.2044 2.9519
H -4.5227 -0.1781 -1.7590
H -3.6362 2.0771 -2.2239
H 2.5038 -0.1490 -2.4718
H 1.8027 -2.4821 -2.1095
H -0.5680 -2.9971 -1.6333
```

Results
Spin multiplicity: 3
F_max: 2.3 eV/Å
Lowest unoccupied orbital energy (alpha / beta): 2.00 / 1.10 eV
Net charge: -1
E: -1550.78866 hartree
Orbital gap (alpha / beta): 0.213 / 0.183 Eh
HOMO level (alpha / beta): -3.79 / -3.88 eV
Molar mass: 514.81 g mol⁻¹

(3)
Below is a structure of composition C16H27Br3NO12S at a distorted geometry, with properties calculated with ωB97M-V/def2-TZVPD.

Geometry as XYZ:
```
60
C16H27Br3NO12S, DFT ωB97M-V/def2-TZVPD
N 0.3944 -0.3417 0.3689
O -0.0848 0.7441 0.5770
O 1.5561 -0.5546 0.4034
O -0.2863 -1.2919 0.1144
O -0.8446 3.1319 -3.6714
C -0.6403 2.0398 -3.1594
O 0.4993 1.4631 -3.0427
C 0.4351 0.2035 -2.4317
C -0.9374 -0.0457 -2.2802
C -1.6440 1.3170 -2.3812
H 0.9289 0.1887 -1.4601
H 0.9224 -0.4016 -3.1962
H -1.0147 -0.6836 -1.3997
H -1.3374 -0.6002 -3.1291
H -1.5178 1.6369 -1.3469
H -2.6764 1.3044 -2.7307
O 0.6838 0.9902 4.2016
C -0.3974 1.0371 3.6688
O -0.5693 0.4151 2.4805
C -1.8079 0.7094 1.9501
C -2.6927 1.4406 2.9037
C -1.7961 1.4708 4.2485
H -2.2956 -0.2030 1.6071
H -1.5694 1.1972 1.0050
H -3.6026 0.8726 3.0974
H -2.9693 2.4437 2.5791
H -2.1717 0.9474 5.1277
H -1.7740 2.5300 4.5051
O 2.6763 -2.3940 -0.4446
C 1.8166 -3.1571 -0.7604
O 2.0232 -4.1710 -1.7349
C 0.7948 -4.9042 -1.8459
C -0.0138 -4.6371 -0.5441
C 0.4346 -3.2251 -0.1360
H 1.0858 -5.9449 -1.9887
H 0.2343 -4.5678 -2.7181
H 0.3491 -5.4551 0.0783
H -1.0734 -4.8656 -0.6589
H 0.3993 -2.7872 0.8616
H -0.1745 -2.4960 -0.6704
O 3.4189 0.4319 0.3348
S 3.2933 1.7335 0.9699
O 4.3235 2.4283 1.7846
O 2.5367 2.7807 -0.0508
C 1.6593 2.4282 -1.1263
C 1.8611 3.6683 -2.0909
C 1.7880 1.6310 2.1106
H 0.5982 2.3845 -0.8806
H 2.0123 1.4601 -1.4814
H 1.1255 3.5172 -2.8810
H 2.8539 3.8546 -2.5003
H 1.5523 4.4978 -1.4547
H 1.0841 0.8051 2.0088
H 1.2269 2.5581 1.9938
H 2.1898 1.6634 3.1234
C -2.4726 -1.8750 0.4001
Br -3.7590 -2.9762 -0.5559
Br -2.5090 -2.3102 2.3561
Br -2.6598 0.0263 -0.1343
H -1.4659 -2.0637 0.0273
```

Results
Spin multiplicity: 1
F_max: 8.3 eV/Å
Lowest unoccupied orbital energy: 2.00 eV
Net charge: -1
E: -9703.15357 hartree
Orbital gap: 0.291 Eh
HOMO level: -5.92 eV
Molar mass: 697.17 g mol⁻¹

(4)
Below is an isolated molecule of C3H9NOS at a distorted geometry, with properties calculated with ωB97M-V/def2-TZVPD.

Geometry as XYZ:
```
15
C3H9NOS, DFT ωB97M-V/def2-TZVPD
C 0.3861 -0.4830 -0.2915
C 1.5572 0.2924 -0.9019
S 3.1440 -0.3086 -0.1371
N -0.8118 0.3805 -0.2787
C -1.6809 0.3283 0.8286
O -2.2259 -0.9966 1.1143
H 0.0390 -1.4193 -0.7339
H 0.6722 -0.6855 0.7361
H 1.4325 1.3426 -0.6614
H 1.6770 0.1853 -1.9773
H 3.4432 0.6972 0.6760
H -1.3122 0.5515 -1.1373
H -1.3044 0.6179 1.8103
H -2.5866 0.9291 0.6869
H -2.4295 -1.4318 0.2669
```

Results
Spin multiplicity: 1
SMILES: OCNCCS
F_max: 2.0 eV/Å
Lowest unoccupied orbital energy: 0.83 eV
E: -647.84983 hartree
Orbital gap: 0.361 Eh
HOMO level: -9.01 eV
Molar mass: 107.18 g mol⁻¹

(5)
Below is a structure of composition C6H12O at a distorted geometry, with properties calculated with ωB97M-V/def2-TZVPD.

Geometry as XYZ:
```
19
C6H12O, DFT ωB97M-V/def2-TZVPD
C 1.7063 -0.0428 -1.4409
C 1.1031 0.2967 0.1541
O 0.8530 1.6756 0.4104
C -0.5587 1.4776 0.1748
C -0.4030 -0.0387 0.4286
C -0.8677 -0.4075 1.8503
C -0.9941 -0.9994 -0.5817
H 2.7995 0.1607 -1.5855
H 1.5860 -1.1019 -1.7496
H 1.1657 0.6140 -2.1021
H 2.0476 -0.1464 0.3237
H -0.8197 1.7306 -0.8639
H -1.1979 2.0636 0.8523
H -0.5068 0.2942 2.6094
H -0.5382 -1.4141 2.1243
H -1.9705 -0.4026 1.9002
H -0.5569 -1.9941 -0.4336
H -0.7695 -0.6826 -1.6032
H -2.0783 -1.0829 -0.4678
```

Results
Spin multiplicity: 1
F_max: 3.5 eV/Å
Lowest unoccupied orbital energy: 0.96 eV
E: -310.95896 hartree
Orbital gap: 0.365 Eh
HOMO level: -8.96 eV
Molar mass: 100.16 g mol⁻¹

(6)
Below is an isolated molecule of C2H6N2S2 at a distorted geometry, with properties calculated with ωB97M-V/def2-TZVPD.

Geometry as XYZ:
```
12
C2H6N2S2, DFT ωB97M-V/def2-TZVPD
C -0.6692 -1.4055 1.4232
C -0.1650 -0.5342 0.2867
H -1.5576 -0.9714 1.8886
H -0.8605 -2.3641 1.0804
H 0.0434 -1.3488 2.2111
H 0.5788 -2.1013 -0.7796
H 1.6962 0.5006 -1.6558
H 0.0550 2.7236 1.3729
N 0.2106 -1.1707 -0.8867
N 0.0352 0.7236 0.2730
S 0.8321 -0.4164 -2.2309
S -0.6240 1.5619 1.6009
```

Results
Spin multiplicity: 1
SMILES: C/C(=N\S)NS
F_max: 2.6 eV/Å
Lowest unoccupied orbital energy: 0.77 eV
E: -985.64817 hartree
Orbital gap: 0.329 Eh
HOMO level: -8.18 eV
Molar mass: 122.22 g mol⁻¹